P.
One molecule with the formula C8H15N3OS, computed with ωB97M-V/def2-TZVPD.

Results
Gap between HOMO and LUMO = 7.66 eV
HOMO energy = -7.43 eV

```
! wB97M-V def2-TZVPD RIJCOSX def2/J DEFGRID3
* xyz 0 1
C -0.7192 -2.5976 1.0193
C -0.2938 -2.7251 -0.5253
C -1.4786 -1.2833 1.4812
C 0.8057 -1.9790 -1.1621
C -0.2438 1.1085 1.5798
C 0.1128 1.6749 -2.1774
C 1.4228 2.9640 -0.3752
C 0.2761 1.9934 -0.6989
N 1.2429 -0.7794 -0.9866
N 0.6491 -0.2652 0.1750
N 0.3301 0.9617 0.3575
O -0.7083 -0.1942 3.7645
S -0.1351 -0.4509 2.4695
H -1.4369 -3.4771 1.0542
H 0.1104 -2.9036 1.6421
H -0.0426 -3.7760 -0.4371
H -1.1353 -2.5857 -1.1777
H -1.8266 -0.6865 0.7181
H -2.2002 -1.4351 2.3257
H 1.0108 -2.3113 -2.1853
H -0.5887 2.0211 1.9624
H -0.6345 2.2639 -2.6366
H 1.0415 1.9750 -2.7299
H -0.1775 0.6022 -2.3528
H 1.6497 2.8719 0.6541
H 1.1562 3.9736 -0.6600
H 2.4807 2.5425 -0.7457
H -0.6677 2.4974 -0.3530
*
```

Q.
One molecule with the formula C8H15N3OS, computed with ωB97M-V/def2-TZVPD.

Results
Gap between HOMO and LUMO = 7.86 eV
HOMO energy = -7.26 eV

```
! wB97M-V def2-TZVPD RIJCOSX def2/J DEFGRID3
* xyz 0 1
C -0.6869 2.2627 0.8232
C -1.3783 2.6072 -0.2922
C 2.5689 -0.2699 -0.2118
C -0.4959 0.1975 -0.2266
C -2.5991 -1.0709 0.7999
C -1.0271 -2.1867 -0.8353
C 2.2725 1.1024 0.4732
C -1.1776 -1.2045 0.2146
N -0.1239 1.0011 0.9392
N 2.6286 -0.2998 -1.5755
N 1.1204 0.9944 1.4258
O 2.7871 -1.2532 0.5117
S -1.5406 1.2216 -1.3720
H -0.1556 2.9127 1.4654
H -2.0492 3.4412 -0.4868
H 0.3821 -0.0248 -0.6757
H -3.1687 -0.9401 -0.1660
H -2.7665 -0.2387 1.4131
H -2.8594 -1.9475 1.4160
H -1.3153 -1.7924 -1.7496
H -1.8142 -2.9735 -0.7398
H -0.0936 -2.8411 -0.7589
H 2.0960 1.8894 -0.2553
H 3.1948 1.3860 1.0735
H -0.5498 -1.4998 1.0383
H 2.5083 0.4557 -2.2607
H 3.0362 -1.1224 -1.9735
H 1.2068 0.1935 1.9857
*
```

The relative energies come out as P 94.0; Q 0.0, with values in kcal/mol.

P.
A 2-piece molecular cluster, C5H8N2S overall, computed with ωB97M-V/def2-TZVPD.

Results
Gap between HOMO and LUMO = 9.10 eV
HOMO energy = -8.31 eV

```
! wB97M-V def2-TZVPD RIJCOSX def2/J DEFGRID3
* xyz 0 1
C -1.3968 -1.1792 -0.3737
C -1.5456 -2.3013 0.4137
C -2.2272 -0.1948 1.5677
C 1.4382 1.5565 0.8463
C 1.6642 0.8120 -1.2668
N -1.7937 -0.0642 0.3680
N 0.8634 1.1490 -0.1690
S -2.1137 -1.9277 1.9766
H -0.8143 -1.0467 -1.2513
H -1.2353 -3.2469 0.3293
H -1.6396 0.8647 -0.1362
H 0.8252 1.9121 1.7721
H 2.5120 1.5660 0.8968
H 2.7680 0.8246 -1.2335
H 1.4437 -0.1786 -1.6759
H 1.2515 1.4545 -2.0640
*
```

Q.
One molecule with the formula C5H8N2S, computed with ωB97M-V/def2-TZVPD.

Results
Gap between HOMO and LUMO = 9.78 eV
HOMO energy = -9.05 eV

```
! wB97M-V def2-TZVPD RIJCOSX def2/J DEFGRID3
* xyz 0 1
C -0.5052 -1.8762 -0.0484
C -1.8520 -0.2022 1.1586
C -1.3847 0.2204 -1.0386
C -0.6990 -0.4508 0.1679
C 1.6319 0.0575 -0.3726
N -0.2819 -2.9900 -0.1808
N 0.5329 0.2061 0.5661
S -2.9908 0.3269 -0.1705
H -2.2057 -1.0752 1.7030
H -1.6368 0.6175 1.8409
H -0.9859 1.2128 -1.2359
H -1.4292 -0.3698 -1.9510
H 1.3368 0.4794 -1.3327
H 2.4802 0.6219 0.0088
H 1.9393 -0.9846 -0.5299
H 0.8129 -0.1229 1.4856
*
```

R.
One molecule with the formula C5H8N2S, computed with ωB97M-V/def2-TZVPD.

Results
Gap between HOMO and LUMO = 9.07 eV
HOMO energy = -8.66 eV

```
! wB97M-V def2-TZVPD RIJCOSX def2/J DEFGRID3
* xyz 0 1
C -0.6342 -0.8829 1.9177
C -0.8307 0.1798 -0.5015
C 0.4967 0.2123 -0.7346
C 1.5127 -0.7272 -0.2765
C 0.9559 1.3156 -1.5996
H -0.2316 0.1847 1.8387
H 0.2413 -1.6065 1.9602
H -1.3028 -0.9761 2.9152
H -2.3946 1.2271 -0.5229
H -1.0407 2.0690 -1.3623
H 1.0800 -1.8084 -0.5413
H 2.4975 -0.6624 -0.9193
H 1.7551 -0.7486 0.9036
N -1.6327 1.0894 -1.1393
N 1.1730 2.1855 -2.4064
S -1.6449 -1.0512 0.4685
*
```

The relative energies come out as P 49.6; Q 0.0; R 24.6, with values in kcal/mol.

P.
One molecule with the formula C5H12N4, computed with ωB97M-V/def2-TZVPD.

Results
Gap between HOMO and LUMO = 8.45 eV
HOMO energy = -7.43 eV

```
! wB97M-V def2-TZVPD RIJCOSX def2/J DEFGRID3
* xyz 0 1
C 1.1296 -1.4322 1.1139
C -1.6724 -0.5971 1.8821
C 0.8024 0.3007 -0.7383
C 0.1740 -0.6712 0.2392
C -1.1567 -0.5890 0.4608
N 0.7082 2.1604 -2.0282
N 2.1638 0.3246 -0.9335
N -2.1034 -0.2923 -0.5126
N 0.0462 1.2079 -1.3175
H 0.2365 2.2763 -2.9288
H 0.5149 3.0609 -1.5713
H 2.3421 1.0430 -1.6340
H 2.5530 -0.5666 -1.2108
H -2.8062 0.3696 -0.2014
H -1.6513 0.0483 -1.3666
H 1.8001 -0.7667 1.6616
H 1.7318 -2.1102 0.4954
H 0.6085 -2.0734 1.8334
H -2.3775 0.2352 2.0115
H -0.8696 -0.3991 2.6030
H -2.1739 -1.5290 2.1418
*
```

Q.
C5H12N4 as an isolated structure, computed with ωB97M-V/def2-TZVPD.

Results
Gap between HOMO and LUMO = 7.53 eV
HOMO energy = -6.91 eV

```
! wB97M-V def2-TZVPD RIJCOSX def2/J DEFGRID3
* xyz 0 1
C -0.1919 -1.3037 -1.9607
C 0.1453 -0.8787 2.1320
N -0.5408 -0.8588 -0.6167
C -0.7250 0.9509 -0.4745
C 0.2263 1.0021 0.4507
C 0.6470 -0.4849 0.7457
N -1.6872 1.6980 -0.9986
N 0.8839 1.9966 1.0929
N 1.8895 -0.8784 0.4606
H -0.9489 -1.6395 -0.1054
H -1.5268 2.1373 -1.8973
H -2.6546 1.4217 -0.8708
H 0.7395 2.9326 0.7431
H 1.8303 1.6994 1.3360
H 2.1111 -0.6373 -0.5092
H 0.4526 -0.5701 -2.4491
H -1.1011 -1.4065 -2.5586
H 0.3550 -2.2504 -1.9457
H 0.2625 -1.9574 2.2550
H -0.9031 -0.6018 2.2757
H 0.7364 -0.3710 2.8949
*
```

The relative energies come out as P 0.0; Q 60.7, with values in kcal/mol.

P.
A 4-piece molecular cluster, C2H10O2S2 overall, computed with ωB97M-V/def2-TZVPD.

Results
Gap between HOMO and LUMO = 4.93 eV
HOMO energy = -8.99 eV

```
! wB97M-V def2-TZVPD RIJCOSX def2/J DEFGRID3
* xyz 0 1
C -1.3138 1.1687 -0.9879
S 0.1431 1.5075 -1.8246
S -1.0744 -1.5333 0.6487
C 0.2719 -1.9069 -0.4060
H -1.7209 0.0929 -1.0527
H -2.1617 1.7306 -1.3936
H -1.3152 1.3195 0.0912
H 0.1255 -2.8798 -0.8826
H 1.2213 -1.9590 0.1236
H 0.3356 -1.1087 -1.1899
H 2.9928 0.6992 -0.2117
H 1.4532 0.7568 -0.4283
O 2.1715 0.2656 0.0261
H 0.3237 0.7613 2.2107
H -1.0065 0.1731 2.5015
O -0.4461 0.9125 2.7756
*
```

Q.
A 4-piece molecular cluster, C2H10O2S2 overall, computed with ωB97M-V/def2-TZVPD.

Results
Gap between HOMO and LUMO = 5.33 eV
HOMO energy = -9.10 eV

```
! wB97M-V def2-TZVPD RIJCOSX def2/J DEFGRID3
* xyz 0 1
C 1.1737 -0.5274 -0.9177
S 2.2450 -0.3229 0.4254
S -1.5570 0.7525 0.6443
C -0.0635 1.2504 1.4314
H 1.5471 -0.0341 -1.8063
H 0.9884 -1.5706 -1.1329
H 0.1567 -0.0932 -0.6827
H 0.6782 1.5880 0.6798
H -0.2615 2.0879 2.0945
H 0.3518 0.4380 2.0308
H -1.0550 -1.3376 0.3543
H -0.8884 -2.7594 0.9682
O -0.9176 -2.2867 0.1271
H -1.7278 1.1203 -3.0920
H -1.2220 0.8969 -1.6388
O -0.9898 0.7903 -2.5747
*
```

R.
A 3-piece molecular cluster, C2H10O2S2 overall, computed with ωB97M-V/def2-TZVPD.

Results
Gap between HOMO and LUMO = 8.52 eV
HOMO energy = -8.03 eV

```
! wB97M-V def2-TZVPD RIJCOSX def2/J DEFGRID3
* xyz 0 1
C -2.0573 0.5776 -0.1350
S -0.5072 0.5662 -1.0891
S 0.7406 -0.2488 0.3824
C 2.0792 -0.8365 -0.6721
H -2.2594 -0.4168 0.2536
H -2.8155 0.8488 -0.8540
H -2.0139 1.3595 0.6077
H 1.7432 -1.6369 -1.3101
H 2.8007 -1.1898 0.0487
H 2.5374 -0.0505 -1.2609
H 1.7535 3.5769 0.9712
H 1.5945 2.7419 -0.2886
O 1.4957 3.6436 0.0456
H -1.6985 -2.7811 0.3402
H -1.5256 -3.4826 1.6751
O -1.8675 -2.6715 1.2854
*
```

The relative energies come out as P 90.1; Q 84.2; R 0.0, with values in kcal/mol.